1.
{"formula": "C25H30N10O11STi", "method": "ωB97M-V/def2-TZVPD", "charge": -2, "homo_ha": -0.08608, "largest_force_ev_per_a": 0.8, "lumo_energy_ha": 0.154, "multiplicity": 1, "homo_lumo_gap_ev": 6.5, "de_lowest_ev": 1.2894, "species": ["Ti", "C", "O", "C", "C", "C", "C", "C", "C", "N", "N", "C", "O", "C", "C", "C", "C", "C", "C", "C", "O", "H", "H", "H", "H", "H", "H", "H", "H", "H", "H", "H", "H", "N", "C", "C", "C", "C", "N", "H", "H", "H", "H", "H", "H", "H", "H", "H", "H", "H", "H", "O", "N", "O", "C", "C", "C", "C", "O", "C", "C", "N", "O", "O", "N", "O", "O", "H", "H", "O", "S", "N", "N", "N", "H", "H", "H", "H"], "positions_angstrom": [[0.750, 1.195, -0.737], [-3.312, 2.589, 1.904], [-2.384, 3.602, 1.550], [-1.179, 3.470, 2.206], [-0.873, 4.368, 3.203], [0.346, 4.310, 3.886], [1.240, 3.317, 3.546], [0.962, 2.413, 2.519], [1.847, 1.294, 2.267], [1.760, 0.632, 1.184], [2.392, -0.596, 1.137], [1.846, -1.275, 0.174], [0.907, -0.844, -0.601], [2.345, -2.658, -0.067], [2.109, -3.255, -1.301], [2.547, -4.548, -1.548], [3.218, -5.257, -0.561], [3.459, -4.660, 0.671], [3.029, -3.366, 0.917], [-0.261, 2.462, 1.793], [-0.554, 1.644, 0.836], [-4.123, 2.630, 1.176], [-3.717, 2.776, 2.907], [-2.854, 1.599, 1.878], [-1.606, 5.133, 3.430], [0.575, 5.026, 4.665], [2.185, 3.227, 4.072], [2.512, 0.935, 3.055], [1.579, -2.686, -2.055], [2.358, -5.005, -2.512], [3.552, -6.271, -0.749], [3.980, -5.211, 1.446], [3.202, -2.884, 1.869], [-0.990, -1.766, 2.176], [-1.746, -2.945, 2.568], [-2.289, -3.640, 1.321], [-1.181, -4.115, 0.378], [-1.530, -3.944, -1.096], [-1.677, -2.529, -1.404], [-0.499, -1.334, 2.946], [-1.587, -1.072, 1.733], [-2.588, -2.732, 3.245], [-1.069, -3.622, 3.103], [-2.926, -2.925, 0.796], [-2.930, -4.477, 1.618], [-0.925, -5.162, 0.574], [-0.286, -3.526, 0.580], [-2.488, -4.436, -1.303], [-0.768, -4.450, -1.708], [-2.065, -2.368, -2.325], [-0.795, -2.021, -1.351], [-0.906, 6.228, -5.337], [-1.819, 5.427, -5.202], [-2.887, 5.529, -5.795], [-1.652, 4.352, -4.251], [-0.445, 4.234, -3.538], [-0.316, 3.219, -2.646], [-1.319, 2.216, -2.450], [-1.071, 1.270, -1.644], [-2.515, 2.394, -3.200], [-2.681, 3.455, -4.077], [-3.617, 1.459, -3.097], [-3.382, 0.311, -2.768], [-4.729, 1.841, -3.452], [0.890, 2.932, -1.943], [0.867, 3.130, -0.596], [1.994, 3.249, -2.647], [0.378, 4.910, -3.709], [-3.602, 3.558, -4.627], [1.256, 0.720, -3.059], [2.616, 1.247, -2.673], [2.718, 1.182, -1.178], [-4.375, -0.407, 0.198], [-2.974, -0.359, 0.520], [-4.540, -0.026, -0.731], [-4.858, 0.183, 0.863], [-2.545, 0.506, 0.194], [-2.539, -1.102, -0.027]], "atomic_forces_ev_per_a": [[0.038, 0.708, 0.118], [0.013, -0.003, 0.018], [0.000, -0.001, 0.000], [-0.003, 0.005, 0.003], [-0.017, 0.016, -0.012], [0.007, -0.010, -0.010], [-0.002, 0.011, 0.005], [0.027, 0.002, 0.003], [-0.059, -0.005, -0.022], [0.054, -0.097, 0.031], [0.020, 0.017, 0.042], [-0.082, -0.084, -0.061], [-0.120, -0.079, 0.042], [-0.049, 0.004, -0.014], [-0.029, -0.002, -0.003], [0.000, -0.009, 0.012], [0.006, -0.001, -0.003], [0.007, 0.003, 0.007], [-0.011, -0.014, 0.002], [0.045, 0.031, 0.063], [-0.252, -0.183, 0.202], [-0.004, 0.005, -0.003], [-0.001, 0.001, -0.004], [-0.013, 0.048, 0.034], [0.000, -0.001, 0.003], [-0.001, 0.000, -0.002], [-0.001, 0.000, -0.001], [-0.016, -0.016, 0.005], [-0.003, 0.007, 0.000], [0.002, -0.001, 0.000], [-0.002, 0.001, -0.004], [-0.001, 0.002, 0.001], [0.003, -0.002, 0.001], [0.249, -0.118, 0.076], [0.037, 0.099, 0.001], [-0.010, 0.007, -0.007], [0.007, -0.033, 0.018], [0.013, -0.010, 0.026], [-0.008, 0.150, -0.135], [0.003, -0.022, 0.028], [-0.020, -0.052, 0.217], [-0.010, 0.005, 0.007], [-0.012, -0.025, 0.005], [-0.018, -0.089, 0.027], [0.004, -0.003, 0.001], [-0.006, -0.004, -0.004], [0.068, 0.033, -0.009], [0.005, 0.003, -0.021], [0.005, 0.001, 0.005], [-0.013, 0.005, 0.023], [0.014, -0.085, 0.129], [0.042, -0.101, -0.110], [-0.169, 0.266, 0.309], [0.078, -0.092, -0.110], [0.038, -0.067, -0.078], [0.010, 0.050, 0.037], [-0.134, -0.054, 0.035], [0.054, -0.002, 0.061], [-0.323, -0.306, -0.214], [-0.082, 0.126, 0.210], [0.018, 0.024, 0.057], [0.132, -0.207, -0.757], [-0.060, 0.066, 0.308], [-0.053, 0.050, 0.267], [0.144, -0.281, -0.161], [0.003, 0.661, 0.152], [-0.083, 0.069, 0.065], [0.008, -0.002, 0.001], [0.007, 0.000, 0.000], [0.159, -0.175, -0.322], [0.082, -0.233, 0.086], [0.398, -0.073, -0.220], [0.014, 0.030, -0.004], [-0.181, 0.071, -0.249], [0.012, -0.014, -0.001], [0.004, -0.007, 0.005], [0.040, -0.047, -0.080], [-0.024, 0.031, -0.125]]}

=====

2.
{"formula": "C9H7IrN2O5", "method": "ωB97M-V/def2-TZVPD", "charge": 2, "homo_ha": [-0.48858, -0.65042], "largest_force_ev_per_a": 6.6, "lumo_energy_ha": [-0.286, -0.457], "multiplicity": 5, "homo_lumo_gap_ev": [5.5, 5.3], "de_lowest_ev": 2.0745, "species": ["O", "C", "Ir", "O", "C", "C", "O", "C", "O", "C", "O", "H", "C", "N", "C", "C", "N", "C", "H", "H", "H", "H", "H", "H"], "positions_angstrom": [[-2.060, -1.267, -4.879], [-1.720, -1.441, -3.802], [0.296, 0.867, 0.167], [1.765, -1.737, -0.601], [1.204, -0.730, -0.433], [1.746, 3.050, 2.689], [1.701, 4.119, 3.079], [-1.397, 1.079, 1.051], [-2.456, 1.224, 1.516], [0.448, 2.337, -1.022], [0.428, 3.154, -1.848], [-0.545, 0.464, -0.955], [3.304, -1.947, 3.988], [2.249, -1.062, 3.480], [1.157, -0.574, 4.170], [0.420, 0.177, 3.289], [1.060, 0.107, 2.061], [2.175, -0.607, 2.204], [4.258, -1.404, 4.001], [3.057, -2.250, 5.011], [3.396, -2.836, 3.344], [0.987, -0.785, 5.215], [-0.471, 0.757, 3.500], [2.970, -0.805, 1.489]], "atomic_forces_ev_per_a": [[0.765, -0.447, 2.481], [-0.740, 0.477, -2.447], [1.988, 1.769, 0.586], [-1.695, 2.336, -0.374], [2.135, -3.520, 0.044], [-0.088, 2.513, 0.969], [0.128, -2.298, -0.890], [-3.434, -0.111, 2.596], [2.237, -0.150, -1.687], [-0.248, 4.514, -4.748], [0.204, -3.032, 3.250], [-2.113, -0.840, -2.557], [0.585, -0.315, 0.320], [-1.316, 0.135, 2.047], [3.360, -2.339, 0.804], [0.150, 0.893, -3.038], [-0.597, -0.121, 2.114], [-0.657, 0.268, 0.893], [-0.257, -0.100, -0.028], [0.007, 0.049, -0.292], [-0.164, 0.363, 0.228], [0.063, -0.067, 0.062], [0.019, -0.079, -0.268], [-0.332, 0.104, -0.064]]}